{"formula": "C5H30N2O9", "method": "ωB97M-V/def2-TZVPD", "relative_energy_kj_mol": 87.4, "energy_ev": -27066.3040, "lumo_energy_ev": -5.361, "total_charge": 2, "elements": ["C", "O", "C", "C", "C", "C", "N", "N", "H", "H", "H", "H", "H", "H", "H", "H", "H", "H", "H", "H", "H", "H", "H", "H", "O", "H", "H", "O", "H", "H", "O", "H", "H", "O", "H", "H", "O", "H", "H", "O", "H", "H", "O", "H", "H", "O"], "positions_angstrom": [[1.557, 0.116, 0.412], [2.343, -1.043, 0.369], [0.334, -0.241, 1.305], [-0.588, 0.950, 1.568], [-1.125, 1.515, 0.303], [-2.056, 0.904, -0.446], [-2.455, 1.478, -1.747], [0.907, -0.715, 2.627], [2.236, 0.877, 0.903], [1.211, 0.468, -0.578], [2.188, -1.571, -0.447], [-0.244, -1.087, 0.845], [-0.061, 1.732, 2.155], [-1.481, 0.597, 2.241], [-0.650, 2.477, -0.032], [-2.574, -0.026, -0.205], [-2.134, 0.854, -2.516], [-1.876, 2.345, -1.943], [-3.494, 1.605, -1.791], [1.330, 0.117, 3.166], [1.683, -1.384, 2.453], [0.156, -1.204, 3.219], [2.711, -2.579, -2.287], [2.339, -3.682, -1.259], [2.083, -2.806, -1.641], [-3.010, -2.852, 0.006], [-1.634, -2.464, -0.601], [-2.291, -2.242, 0.123], [-0.606, -0.858, -2.959], [-0.535, -0.060, -4.293], [-0.711, 0.035, -3.327], [-0.697, -3.083, -2.932], [0.435, -2.609, -2.044], [-0.497, -2.431, -2.277], [-2.110, -2.328, 3.289], [-1.820, -2.062, 1.793], [-1.556, -1.823, 2.680], [2.701, 2.199, 3.755], [1.922, 2.402, 2.413], [1.990, 1.760, 3.162], [1.952, 4.098, 0.876], [1.427, 2.996, 0.029], [1.607, 3.234, 0.949], [0.112, 1.366, -2.563], [0.781, 2.785, -2.652], [0.199, 2.238, -2.099]], "atomic_forces_ev_per_a": [[0.1705, 0.1820, 0.9387], [0.3810, -0.7451, -0.8435], [0.3393, 0.3060, -0.0354], [-1.6367, -0.4439, 2.0798], [-0.3594, 0.5375, -1.0742], [0.7029, 0.5262, 0.6505], [-0.0750, 0.6663, -0.1877], [-0.1019, -0.1322, 1.2584], [-1.2082, -0.5514, -0.6232], [0.2265, -0.1092, 0.4397], [0.1073, 0.3731, 0.7714], [0.7649, 0.7945, 0.4804], [-0.3805, -0.5581, -0.5283], [1.6496, 0.5214, -1.1970], [-0.8585, -1.1449, 0.2383], [0.2670, 0.2984, -0.0214], [-0.2675, -0.0787, 0.1491], [-0.9533, -0.6804, 0.3848], [1.1710, 0.2442, -0.1355], [-0.5327, -0.7943, -0.9370], [-0.5500, 0.4198, -0.0882], [0.8937, 0.7346, -1.2547], [1.5523, 0.2733, -1.4668], [-0.1190, 0.9719, -0.4958], [-1.1520, -1.5462, 1.6496], [-0.6192, -0.5428, -0.0735], [-0.9707, 0.2560, 0.8610], [1.4798, 0.1159, -1.2015], [0.0330, -0.6325, 0.2261], [-0.2625, 0.1969, 0.9219], [0.1362, 0.2429, -1.3511], [-0.4651, -0.8124, -0.7625], [0.1838, -0.0271, 0.0795], [0.0757, 0.6705, 0.7589], [0.0429, 0.0697, -0.1061], [-0.3689, -0.3362, -0.7101], [0.0789, -0.0023, 1.3731], [-1.7869, -1.3064, -1.2353], [-0.0652, -0.5649, 0.3403], [2.0662, 1.7344, 1.3602], [0.7095, 1.8117, 0.1455], [0.0497, -0.2625, 0.1261], [-0.7135, -1.1518, -0.5842], [0.1904, 0.6660, 0.1712], [-0.2603, -0.2155, 0.0700], [0.4347, 0.0253, -0.5615]]}